No. 1
{"formula": "C43H42GeN9O2SSn", "method": "ωB97M-V/def2-TZVPD", "de_lowest_ev": 0.000, "total_charge": 1, "fmax_ha_per_bohr": 0.025, "orbital_gap_ev": 7.954, "homo_ha": -0.3801, "e_tot_ev": -135959.681, "symbols": ["Sn", "O", "C", "N", "C", "C", "C", "C", "C", "C", "N", "C", "C", "C", "C", "C", "N", "H", "H", "H", "H", "H", "H", "H", "H", "H", "H", "N", "C", "N", "C", "N", "N", "C", "N", "C", "C", "C", "C", "C", "N", "H", "H", "H", "H", "H", "H", "H", "H", "C", "Ge", "C", "C", "C", "C", "C", "C", "C", "C", "C", "C", "C", "C", "C", "C", "C", "C", "C", "C", "H", "H", "H", "H", "H", "H", "H", "H", "H", "H", "H", "H", "H", "H", "H", "H", "O", "S", "C", "C", "C", "C", "H", "H", "H", "H", "H", "H", "H", "H"], "xyz": [[0.137900, 0.480600, 0.180100], [-0.331800, 1.022200, 4.489500], [-0.183400, 1.177000, 3.283800], [0.229500, 0.254900, 2.412500], [0.727300, -0.974200, 2.978700], [1.850900, -1.544100, 2.168700], [2.656800, -2.559700, 2.676400], [3.730200, -3.008100, 1.934300], [3.971500, -2.432600, 0.694000], [3.098100, -1.465800, 0.245200], [2.058500, -1.044900, 0.957400], [-0.455400, 2.526300, 2.656300], [-0.990700, 3.545200, 3.436600], [-1.143200, 4.805800, 2.888200], [-0.743600, 5.010100, 1.575200], [-0.242500, 3.931900, 0.864100], [-0.100600, 2.723700, 1.388300], [-0.063400, -1.736500, 3.046300], [1.063100, -0.786200, 4.007400], [2.449800, -2.963400, 3.653000], [4.381500, -3.777400, 2.316800], [4.810000, -2.734700, 0.092000], [3.222500, -0.992500, -0.721100], [-1.267700, 3.327900, 4.456500], [-1.548200, 5.619400, 3.472900], [-0.830200, 5.981200, 1.113500], [0.073800, 4.038300, -0.166500], [-3.087400, 1.760700, 1.357300], [-2.935600, 2.230100, 0.117100], [-3.659500, 3.275800, -0.264500], [-3.534100, 3.622100, -1.544900], [-4.182300, 4.702000, -1.982000], [-2.805300, 2.941200, -2.448300], [-2.109200, 1.934000, -1.970900], [-2.078900, 1.573700, -0.686300], [-1.346500, 1.097100, -2.906800], [-1.264900, 1.356300, -4.269700], [-0.570600, 0.455900, -5.064200], [-0.000600, -0.664300, -4.480900], [-0.131100, -0.845300, -3.108000], [-0.772800, 0.036700, -2.354800], [-3.635200, 2.277500, 2.021600], [-2.492500, 1.000300, 1.640500], [-4.801700, 5.193400, -1.363900], [-4.108700, 4.949500, -2.953300], [-1.735100, 2.238400, -4.669300], [-0.473200, 0.636200, -6.124300], [0.548400, -1.386900, -5.068000], [1.013600, -1.629900, -1.536000], [0.375600, -2.010800, -2.340400], [1.377000, -3.530300, -3.156600], [3.079300, -2.843300, -3.924900], [3.407300, -1.494100, -3.838500], [4.662400, -1.049800, -4.218300], [5.603500, -1.940200, -4.705600], [5.276500, -3.281300, -4.823600], [4.027500, -3.727700, -4.425700], [1.806200, -4.577900, -1.528800], [0.769200, -4.774300, -0.625500], [0.948200, -5.509000, 0.529900], [2.178800, -6.090300, 0.789400], [3.224600, -5.903700, -0.099000], [3.040400, -5.143100, -1.242100], [0.036400, -4.680800, -4.086000], [0.136800, -6.062300, -3.965900], [-0.874200, -6.889700, -4.421600], [-2.013400, -6.342900, -4.989500], [-2.126900, -4.967400, -5.109300], [-1.105800, -4.142100, -4.667100], [-0.488900, -2.435600, -1.826800], [2.682500, -0.773700, -3.475200], [4.916300, -0.003500, -4.135700], [6.584400, -1.588200, -4.993900], [6.004200, -3.977900, -5.214300], [3.779100, -4.778500, -4.500900], [-0.203600, -4.352800, -0.842900], [0.122400, -5.643700, 1.215300], [2.316200, -6.699800, 1.670900], [4.188100, -6.353400, 0.095900], [3.867000, -4.985000, -1.921200], [1.009700, -6.495600, -3.495800], [-0.777700, -7.961300, -4.323900], [-2.811200, -6.984600, -5.336800], [-3.021900, -4.539200, -5.539400], [-1.204100, -3.068700, -4.774300], [-1.517000, -1.282400, 0.539600], [-1.853400, -2.694500, 0.901300], [-3.025500, -2.554500, 2.314200], [-4.409100, -2.374000, 1.717600], [-4.480400, -3.353500, 0.552200], [-3.224200, -3.118100, -0.269000], [-2.702600, -1.728500, 2.942600], [-2.945700, -3.487300, 2.870100], [-4.523900, -1.353700, 1.348300], [-5.188400, -2.561100, 2.456200], [-5.372900, -3.197800, -0.053800], [-4.501100, -4.376700, 0.929600], [-3.313000, -2.240500, -0.907200], [-2.933500, -3.976800, -0.870600]], "atomic_forces_ev_per_a": [[0.647, 0.165, 0.558], [-0.051, 0.167, 0.207], [-0.187, -0.065, -0.130], [-0.025, -0.064, -0.884], [-0.365, -0.016, 0.262], [0.270, -0.325, 0.098], [-0.001, 0.121, -0.013], [-0.117, 0.161, -0.083], [-0.053, 0.029, 0.021], [0.183, -0.111, -0.218], [-0.270, 0.148, 0.183], [0.054, 0.560, 0.485], [0.030, -0.148, 0.038], [0.107, -0.088, -0.159], [-0.063, -0.085, 0.021], [0.003, 0.346, -0.201], [-0.047, -0.374, 0.258], [0.006, -0.003, 0.103], [-0.070, -0.123, -0.161], [-0.029, -0.070, 0.195], [0.056, -0.111, 0.050], [0.121, -0.039, -0.146], [0.087, -0.047, -0.128], [0.047, -0.063, 0.077], [-0.027, 0.018, 0.030], [0.027, 0.039, -0.091], [-0.036, 0.053, -0.085], [0.029, -0.149, 0.134], [-0.220, 0.276, -0.684], [-0.288, 0.229, 0.234], [0.251, -0.413, 0.262], [-0.085, 0.184, -0.084], [0.104, 0.108, -0.497], [-0.471, 0.491, 0.530], [0.085, -0.361, 0.306], [0.389, -0.299, -0.624], [-0.019, 0.051, 0.187], [0.016, 0.101, 0.115], [0.012, 0.087, 0.034], [0.012, 0.048, -0.322], [-0.467, -0.123, -0.125], [0.043, -0.004, 0.035], [-0.150, -0.074, 0.200], [0.011, 0.036, -0.011], [-0.072, 0.003, 0.066], [-0.066, 0.079, -0.095], [-0.005, -0.035, -0.086], [0.017, -0.024, -0.107], [0.066, -0.086, 0.007], [0.438, -0.542, -0.104], [-0.099, 0.080, 0.416], [-0.765, -0.357, 0.149], [-0.177, 0.050, 0.114], [0.123, 0.159, -0.013], [-0.016, -0.037, -0.029], [0.164, -0.069, -0.006], [-0.114, -0.146, -0.040], [-0.042, 0.262, -0.469], [-0.129, 0.078, -0.071], [-0.081, -0.075, 0.117], [0.043, -0.069, 0.038], [0.095, -0.083, 0.071], [0.066, 0.092, -0.200], [0.649, 0.510, 0.237], [0.193, 0.011, 0.041], [-0.043, -0.118, -0.035], [-0.017, -0.011, -0.013], [-0.166, 0.015, -0.060], [0.051, 0.154, -0.017], [0.020, -0.124, 0.009], [-0.003, 0.003, 0.046], [-0.031, 0.120, 0.014], [0.016, -0.006, -0.032], [0.021, -0.076, -0.019], [0.080, -0.103, -0.078], [-0.116, -0.039, 0.047], [-0.030, -0.030, 0.068], [0.031, -0.006, 0.085], [0.062, -0.042, 0.025], [0.128, -0.033, -0.041], [0.038, -0.079, 0.048], [0.008, -0.074, 0.005], [-0.023, -0.027, -0.007], [-0.013, 0.046, -0.063], [-0.084, 0.019, 0.012], [0.521, 1.169, -0.249], [-0.907, -0.509, 0.266], [0.104, -0.143, -0.291], [-0.101, -0.053, -0.083], [-0.104, 0.091, 0.110], [0.248, -0.267, 0.178], [0.247, 0.018, 0.006], [0.016, -0.079, 0.080], [-0.026, 0.066, 0.025], [0.024, 0.046, 0.022], [0.015, -0.064, -0.023], [-0.046, -0.049, -0.012], [0.153, 0.126, 0.024], [0.089, -0.011, -0.050]], "mulliken_charge": [0.8964, -0.7537, 0.1307, 0.0457, -1.0490, 0.6541, -0.9975, -0.3077, -0.7547, -0.5459, 0.1488, 0.5320, -0.7136, -0.2969, -0.8092, -0.2059, -0.1117, -0.0380, 0.6657, 0.4851, 0.4840, 0.4852, 0.6289, 0.5139, 0.4632, 0.4648, 0.5026, 0.0011, 0.2739, -0.8276, 0.2959, -0.3407, -0.7127, -0.1815, 0.4259, 0.5673, -0.8538, -1.0313, -0.7321, 0.6262, 0.3519, 0.3079, -0.1583, 0.2586, 0.2492, 0.5248, 0.4817, 0.6254, -0.8992, 0.8560, 1.7529, 0.2119, 0.1003, -0.8975, -0.5574, -0.7434, -0.5356, -0.4250, 0.3726, -0.5607, -0.7067, -0.7270, -0.2739, 0.0340, -0.3455, -0.7413, -0.5130, -0.8462, 0.0775, -0.5882, 0.3487, 0.4356, 0.4003, 0.4168, 0.4733, 0.0757, 0.4771, 0.4088, 0.4293, 0.4577, 0.4044, 0.4148, 0.4075, 0.4352, 0.3089, -0.4849, 0.6955, -0.7687, -0.4585, -0.8071, -0.6588, 0.2865, 0.5063, 0.1535, 0.4323, 0.3876, 0.3275, 0.3292, 0.4526]}


No. 2
{"formula": "C15H19ClN2O", "method": "ωB97M-V/def2-TZVPD", "de_lowest_ev": 12.688, "total_charge": 0, "fmax_ha_per_bohr": 0.296, "orbital_gap_ev": 9.020, "homo_ha": -0.3067, "e_tot_ev": -33401.021, "symbols": ["C", "C", "C", "C", "C", "C", "C", "O", "C", "C", "C", "H", "H", "C", "N", "C", "N", "C", "C", "H", "H", "H", "H", "H", "H", "H", "H", "H", "C", "H", "H", "H", "H", "Cl", "H", "H", "H", "H"], "xyz": [[2.401840, -2.010009, -1.637566], [1.452854, -1.729115, -0.571374], [0.451326, -2.716497, -0.195310], [-0.263097, -2.650637, 0.869573], [-0.102985, -1.593064, 1.487611], [0.825391, -0.599315, 1.401858], [1.710288, -0.745723, 0.346186], [2.342787, 0.228040, -0.225144], [1.789028, 1.380787, -0.748109], [0.974057, 1.193494, -1.931208], [0.329935, 2.378179, -2.522111], [1.229506, 2.769564, -3.123370], [-0.076225, 2.068101, -3.633769], [-0.274459, 3.502543, -1.714277], [-1.199216, 2.839495, -0.968718], [-1.067930, 3.011478, 0.596398], [-1.935707, 2.383849, 1.018709], [-2.656680, 1.688005, 0.108594], [-2.307658, 2.115762, -1.176823], [-2.393891, 1.737910, -2.014806], [-3.606056, 0.980752, 0.193691], [-0.474133, 3.628823, 1.209178], [0.448168, 4.038915, -1.088756], [-0.686916, 4.172969, -2.247731], [-0.196717, 0.553240, -1.650780], [1.445098, 0.592598, -2.608246], [2.876139, 2.046573, -1.101401], [1.134380, 2.050703, 0.105102], [0.927288, 0.585247, 2.391509], [1.854395, 1.186450, 2.177904], [0.648332, 0.310693, 3.335269], [-0.015726, 1.260413, 2.006806], [-0.841358, -1.406990, 2.601350], [-1.314308, -3.964172, 1.261261], [0.564125, -3.809088, -0.769801], [2.945185, -1.225402, -1.627365], [2.787148, -3.064940, -1.748636], [1.901650, -2.019059, -2.389214]], "atomic_forces_ev_per_a": [[1.197, -5.543, 6.539], [-2.152, -5.187, 2.743], [6.115, -3.604, -7.641], [-3.340, -6.592, -1.814], [-2.898, 8.696, 12.161], [1.338, 0.965, 0.874], [-4.269, -0.357, -1.144], [4.505, 3.260, 0.113], [1.750, 4.302, 2.357], [-6.837, -1.930, 2.481], [4.090, 1.608, -6.836], [-0.481, 0.728, 0.997], [-0.623, 0.589, 3.135], [3.845, -4.723, 0.880], [-0.202, 2.465, 6.920], [5.295, 4.211, -8.534], [-9.385, -7.607, 6.509], [-3.785, -1.141, -2.238], [2.994, 2.301, 9.562], [-1.832, -3.537, -8.125], [2.420, 1.750, 0.752], [1.414, 1.017, -0.389], [0.040, -0.506, 0.061], [-2.795, 4.882, -4.447], [3.762, 0.941, -0.093], [1.118, -1.444, -2.077], [-3.375, -1.556, 1.128], [2.101, -1.812, -2.204], [-2.027, 1.887, -5.487], [-0.881, -0.786, 0.844], [0.021, -0.636, 2.634], [2.332, -1.231, 1.178], [1.999, -0.690, -3.436], [-0.372, 0.012, 0.390], [-0.673, 3.100, 1.180], [5.074, 4.489, -0.510], [0.453, 1.193, 1.178], [-5.936, 0.483, -9.641]], "mulliken_charge": [-3.0218, 1.3233, -0.6198, 0.0677, 0.2920, 0.4835, 0.6777, -0.4789, -0.0908, -0.3780, -0.8122, 0.5425, 0.2190, -1.0877, 0.0883, -0.3079, -0.4490, -0.5632, -0.4077, 0.7655, 0.2548, 0.5265, 0.3223, 0.5709, 0.0447, 0.7915, 0.0995, -0.0584, -1.6979, 0.2618, 0.6304, 0.2150, -0.0238, -0.2436, 0.0738, 0.6534, 0.4043, 0.9323]}